No. 1
Below is a cluster of 2 separate species, C12H30BrN3O5P in total, with properties calculated with wB97M-V/def2-TZVPD.

Results
- Kohn-Sham gap: 9.14 eV
- LUMO level: -2.4 eV
- Total charge: +1
- E: -106965.049 eV

Each line ends with the Löwdin charge.
CARTESIAN COORDINATES (ANGSTROEM)
C (5.70, 2.65, 2.41)  -0.142
C (5.20, 2.97, 0.99)  -0.274
C (4.86, 4.44, 0.69)  -0.671
Br (4.42, 5.51, 2.23)  0.798
N (3.81, 4.55, -0.36)  0.047
C (2.48, 4.59, 0.05)  -0.596
O (1.86, 5.53, 0.39)  0.140
O (1.85, 3.33, -0.10)  -0.099
P (1.07, 2.69, 1.13)  0.369
N (1.97, 2.27, 2.30)  -0.108
O (-0.19, 3.63, 1.38)  -0.089
O (0.40, 1.46, 0.37)  -0.133
H (4.86, 2.40, 3.05)  0.058
H (6.34, 1.76, 2.36)  0.073
H (6.31, 3.44, 2.83)  0.052
H (5.98, 2.67, 0.29)  0.110
H (4.32, 2.37, 0.80)  0.082
H (5.73, 4.92, 0.26)  0.089
H (3.89, 3.75, -0.98)  0.130
H (1.72, 2.66, 3.20)  0.001
H (-0.21, 3.92, 2.30)  0.099
H (0.92, 0.67, 0.55)  0.081
C (-1.94, -3.73, 1.12)  -0.045
C (-2.73, -3.61, -0.16)  -0.159
N (-3.38, -2.27, -0.41)  -0.270
C (-4.32, -1.98, 0.73)  0.011
C (-4.25, -2.35, -1.64)  -0.152
C (-3.58, -2.61, -2.98)  -0.043
C (-2.41, -1.10, -0.44)  -0.065
C (-1.22, -1.14, -1.37)  -0.197
O (-0.36, -2.21, -1.04)  -0.206
C (0.50, -2.61, -2.11)  -0.063
H (-2.58, -3.66, 2.01)  0.082
H (-1.47, -4.71, 1.14)  0.100
H (-1.15, -2.98, 1.20)  0.079
H (-3.56, -4.33, -0.16)  0.138
H (-2.10, -3.83, -1.02)  0.110
H (-5.00, -2.82, 0.83)  0.120
H (-4.87, -1.07, 0.50)  0.115
H (-3.76, -1.84, 1.64)  0.105
H (-4.80, -1.41, -1.68)  0.135
H (-4.96, -3.14, -1.43)  0.132
H (-3.19, -1.70, -3.43)  0.079
H (-4.33, -2.99, -3.66)  0.097
H (-2.78, -3.35, -2.93)  0.079
H (-2.05, -0.99, 0.58)  0.135
H (-3.02, -0.23, -0.68)  0.150
H (-0.69, -0.19, -1.21)  0.123
H (-1.50, -1.17, -2.42)  0.108
H (0.71, -1.78, -2.79)  0.097
H (0.05, -3.43, -2.67)  0.090
H (1.44, -2.95, -1.67)  0.096

=====

No. 2
Below is a structure of composition C12H30Cl2F6NO17S2Zr at a distorted geometry, with properties calculated with wB97M-V/def2-TZVPD.

Results
- Kohn-Sham gap: 8.54 eV
- LUMO level: -4.6 eV
- Total charge: +1
- E: -113507.012 eV

Each line ends with the Löwdin charge.
CARTESIAN COORDINATES (ANGSTROEM)
Zr (-14.61, 23.12, -17.03)  2.100
Cl (-14.50, 21.44, -13.33)  0.673
O (-13.48, 20.50, -12.97)  -0.273
O (-14.54, 21.61, -14.76)  -0.429
O (-15.79, 20.95, -12.92)  -0.285
O (-14.23, 22.74, -12.81)  -0.317
Cl (-12.68, 26.26, -18.14)  0.698
O (-11.61, 26.23, -17.19)  -0.285
O (-13.59, 25.12, -17.86)  -0.493
O (-13.46, 27.44, -18.11)  -0.282
O (-12.20, 26.02, -19.47)  -0.293
C (-11.88, 20.09, -18.79)  -0.666
F (-11.18, 20.13, -19.90)  0.218
F (-12.15, 18.89, -18.39)  0.216
F (-11.21, 20.73, -17.85)  0.168
S (-13.49, 21.09, -19.11)  0.800
O (-13.26, 22.52, -18.88)  -0.409
O (-14.09, 20.63, -20.31)  -0.189
N (-14.44, 21.12, -17.63)  -0.427
S (-15.00, 19.59, -17.51)  0.638
O (-16.33, 19.70, -16.98)  -0.270
O (-14.87, 18.70, -18.63)  -0.236
C (-14.05, 18.70, -16.08)  -0.652
F (-13.76, 17.48, -16.51)  0.169
F (-12.91, 19.34, -15.82)  0.123
F (-14.80, 18.59, -15.02)  0.191
C (-17.18, 27.31, -16.49)  -0.053
C (-16.76, 26.41, -17.67)  -0.223
O (-16.45, 25.10, -17.10)  -0.181
H (-17.81, 26.94, -15.68)  0.085
H (-17.75, 28.15, -16.89)  0.086
H (-16.26, 27.78, -16.14)  0.074
H (-15.90, 26.75, -18.24)  0.100
H (-17.59, 26.24, -18.37)  0.118
H (-17.29, 24.81, -16.74)  0.069
C (-10.85, 22.04, -14.86)  -0.025
C (-11.73, 23.24, -15.19)  -0.215
O (-12.51, 22.98, -16.41)  -0.238
H (-10.04, 22.04, -15.59)  0.089
H (-11.50, 21.17, -14.90)  0.067
H (-10.39, 22.09, -13.88)  0.103
H (-11.21, 24.18, -15.34)  0.125
H (-12.47, 23.40, -14.41)  0.081
H (-11.74, 22.73, -16.95)  0.108
C (-18.30, 21.28, -15.13)  -0.038
C (-17.51, 22.56, -15.34)  -0.232
O (-16.77, 22.55, -16.59)  -0.219
H (-18.97, 21.46, -14.29)  0.102
H (-17.56, 20.51, -14.93)  0.069
H (-18.86, 20.94, -16.00)  0.092
H (-16.89, 22.84, -14.50)  0.104
H (-18.21, 23.41, -15.43)  0.123
H (-17.46, 22.46, -17.26)  0.125
C (-13.38, 25.94, -13.57)  -0.039
C (-14.39, 25.73, -14.69)  -0.228
O (-14.65, 24.36, -15.11)  -0.214
H (-12.41, 25.56, -13.88)  0.069
H (-13.60, 25.39, -12.65)  0.082
H (-13.33, 27.01, -13.36)  0.099
H (-13.93, 26.39, -15.43)  0.106
H (-15.32, 26.28, -14.54)  0.113
H (-15.01, 23.99, -14.28)  0.082
C (-16.29, 23.68, -21.44)  -0.036
C (-15.49, 24.21, -20.24)  -0.199
O (-15.64, 23.29, -19.10)  -0.229
H (-16.33, 24.43, -22.23)  0.098
H (-17.34, 23.48, -21.20)  0.088
H (-15.83, 22.76, -21.79)  0.085
H (-16.02, 25.13, -19.97)  0.105
H (-14.45, 24.44, -20.42)  0.122
H (-16.50, 22.90, -19.29)  0.109

=====

No. 3
Below is a structure of composition C12H30ClI2N3P3Pm at a distorted geometry, with properties calculated with wB97M-V/def2-TZVPD.

Results
- ⟨S²⟩: 6.023
- Kohn-Sham gap (alpha / beta): 7.24 / 7.26 eV
- 2S+1: 5
- LUMO level (alpha / beta): -6.9 / -6.9 eV
- Total charge: +2
- ΔE to the lowest compared entry with this formula, charge and spin: 114.77 kJ/mol
- E: -90531.084 eV

Each line ends with the Löwdin spin population.
CARTESIAN COORDINATES (ANGSTROEM)
I (1.00, -3.97, -3.15)  0.000
I (-1.57, -3.94, -2.24)  -0.001
Pm (-0.10, 0.01, 0.01)  4.097
P (0.32, -1.52, 2.11)  -0.022
C (-1.22, -1.75, 3.00)  -0.005
C (0.99, -3.10, 1.53)  0.000
H (1.19, -3.64, 2.47)  0.000
H (1.71, -1.39, 3.99)  -0.001
H (1.91, -2.90, 0.93)  0.000
H (2.46, -0.47, 2.58)  0.000
H (-1.96, -2.24, 2.32)  0.000
H (0.24, -3.58, 0.86)  0.000
C (1.54, -0.67, 3.17)  -0.003
H (-0.93, -2.40, 3.85)  -0.001
H (1.15, 0.30, 3.53)  0.000
H (-1.65, -0.78, 3.34)  0.000
P (-0.02, 1.45, -2.19)  -0.021
C (-1.66, 2.08, -2.55)  -0.001
C (1.15, 2.82, -1.90)  0.000
H (1.58, -0.04, -3.23)  0.000
H (0.65, 1.09, -4.38)  -0.001
H (-0.11, -0.46, -3.67)  0.000
C (0.59, 0.39, -3.52)  -0.005
H (2.13, 2.41, -1.60)  0.000
H (1.17, 3.34, -2.88)  0.000
H (-1.51, 2.67, -3.48)  -0.001
H (-2.04, 2.71, -1.71)  0.000
H (0.79, 3.48, -1.08)  0.000
H (-2.35, 1.22, -2.69)  0.000
Cl (2.39, -0.29, -0.39)  -0.022
C (-1.48, 5.26, 2.30)  0.000
N (-2.31, 4.24, 1.61)  0.000
C (-3.05, 3.46, 2.63)  0.000
N (-2.14, 2.85, 3.63)  0.000
C (-1.32, 3.92, 4.25)  0.000
N (-0.53, 4.68, 3.27)  -0.002
C (0.49, 3.84, 2.61)  -0.002
P (-0.23, 2.40, 1.67)  -0.008
C (-1.54, 3.36, 0.74)  0.000
C (-1.36, 1.78, 3.03)  0.000
H (-2.16, 5.95, 2.81)  0.000
H (-0.88, 5.80, 1.52)  0.000
H (-3.60, 2.66, 2.12)  0.000
H (-3.72, 4.17, 3.17)  0.000
H (-0.61, 3.43, 4.96)  0.000
H (-2.00, 4.59, 4.78)  0.000
H (1.06, 4.46, 1.90)  0.000
H (1.18, 3.45, 3.37)  0.000
H (-2.22, 2.64, 0.25)  0.000
H (-1.05, 3.94, -0.05)  0.000
H (-0.75, 1.29, 3.80)  0.000
H (-2.04, 1.02, 2.61)  0.000

=====

No. 4
Below is a structure of composition C12H30ClLiN2 at a distorted geometry, with properties calculated with wB97M-V/def2-TZVPD.

Results
- Kohn-Sham gap: 4.85 eV
- LUMO level: -2.0 eV
- Total charge: 0
- ΔE to the lowest compared entry with this formula, charge and spin: 87.34 kJ/mol
- E: -28635.918 eV

Each line ends with the Löwdin charge.
CARTESIAN COORDINATES (ANGSTROEM)
Li (0.47, -1.21, 1.80)  0.807
Cl (0.60, -3.61, 5.22)  -0.877
C (-2.99, 4.66, 0.87)  -0.074
C (-2.31, 3.27, 0.65)  -0.231
N (-1.68, 2.75, 1.85)  -0.192
C (-0.70, 3.62, 2.52)  -0.274
C (0.45, 3.99, 1.59)  -0.093
C (-2.67, 2.40, 2.88)  -0.292
C (-3.64, 1.29, 2.59)  -0.089
H (-2.24, 5.40, 1.11)  0.062
H (-3.83, 4.75, 1.56)  0.069
H (-3.36, 4.97, -0.11)  0.068
H (-2.98, 2.56, 0.15)  0.109
H (-1.49, 3.41, -0.05)  0.098
H (-0.24, 3.16, 3.39)  0.112
H (-1.15, 4.52, 2.95)  0.111
H (0.24, 4.74, 0.83)  0.068
H (0.81, 3.10, 1.07)  0.068
H (1.29, 4.28, 2.23)  0.073
H (-2.10, 2.08, 3.76)  0.108
H (-3.18, 3.29, 3.25)  0.110
H (-4.02, 0.81, 3.49)  0.081
H (-4.48, 1.78, 2.10)  0.066
H (-3.37, 0.57, 1.83)  0.070
C (0.17, -4.44, -1.46)  -0.083
C (1.64, -4.11, -1.73)  -0.249
N (1.86, -2.66, -1.79)  -0.196
C (3.28, -2.32, -1.90)  -0.260
C (3.99, -2.59, -0.57)  -0.081
C (1.18, -2.02, -2.91)  -0.281
C (1.39, -2.55, -4.33)  -0.088
H (0.10, -5.43, -1.01)  0.074
H (-0.49, -4.53, -2.33)  0.072
H (-0.25, -3.80, -0.69)  0.068
H (2.19, -4.49, -0.88)  0.102
H (2.05, -4.60, -2.61)  0.117
H (3.76, -2.88, -2.70)  0.112
H (3.36, -1.26, -2.16)  0.114
H (3.67, -1.97, 0.27)  0.061
H (3.83, -3.58, -0.15)  0.062
H (5.06, -2.40, -0.72)  0.075
H (1.40, -0.95, -2.92)  0.109
H (0.10, -2.03, -2.79)  0.101
H (0.78, -1.98, -5.02)  0.075
H (1.06, -3.56, -4.58)  0.071
H (2.45, -2.43, -4.55)  0.068